5
Properties=species:S:1:pos:R:3:lowdin_charge:R:1 method="wB97M-V/def2-TZVPD" orbital_gap_ev=4.6 charge=+7 lumo_energy_ev=-32.30 relative_energy_kj_mol=2981.02
Sr -2.73 -1.24 1.31 1.91
Sr 3.07 0.53 0.78 1.87
Sr 1.26 0.67 -2.13 1.79
Sr 0.07 -0.57 1.74 1.73
F -1.67 0.61 -1.70 -0.30